Below is C35H67F8InN4O4 as an isolated structure at a distorted geometry, with properties calculated with ωB97M-V with the def2-TZVPD basis set.

ORCA input file:
```
! wB97M-V def2-TZVPD RIJCOSX def2/J DEFGRID3
* xyz -1 4
N 7.388 -0.201 -2.140
C 7.620 0.675 -0.964
C 6.457 1.731 -0.667
C 5.063 0.975 -0.742
C 3.794 1.964 -0.580
In 2.100 0.914 -1.697
O 2.597 1.031 -3.751
C 2.200 -1.281 -1.157
F 1.429 -2.000 -2.125
F 3.527 -1.809 -1.279
C 1.726 -1.656 0.304
F 2.535 -1.068 1.300
F 0.377 -1.334 0.504
C 0.084 1.886 -1.384
F -0.912 1.048 -0.829
F -0.371 2.306 -2.680
C 0.249 3.247 -0.558
F 0.947 4.217 -1.307
F -1.026 3.714 -0.156
H 6.692 -0.918 -1.899
H 7.019 0.324 -2.941
H 7.735 -0.022 -0.072
H 8.572 1.254 -1.162
H 6.586 2.045 0.424
H 6.510 2.665 -1.299
H 4.938 0.175 0.053
H 4.920 0.496 -1.765
H 4.007 2.972 -1.051
H 3.549 2.156 0.506
H 3.312 0.381 -3.890
H 1.843 -2.784 0.407
H 0.879 3.028 0.348
C 4.495 -7.219 0.498
C 4.424 -5.711 0.876
C 5.838 -5.121 1.084
C 6.476 -5.451 2.426
C 5.522 -5.112 3.564
C 4.158 -5.805 3.405
N 3.539 -5.551 2.069
O 3.076 -4.293 2.073
C 4.350 -7.321 3.645
C 3.235 -5.367 4.564
C 3.860 -5.035 -0.399
H 4.018 -7.871 1.226
H 3.963 -7.428 -0.433
H 5.526 -7.559 0.369
H 5.791 -4.029 1.000
H 6.502 -5.453 0.281
H 6.771 -6.504 2.462
H 7.398 -4.873 2.542
H 5.981 -5.395 4.517
H 5.389 -4.024 3.605
H 3.412 -7.864 3.500
H 4.677 -7.509 4.671
H 5.109 -7.771 3.006
H 3.104 -4.284 4.610
H 3.655 -5.670 5.526
H 2.249 -5.829 4.475
H 2.829 -5.346 -0.591
H 4.459 -5.312 -1.270
H 3.883 -3.946 -0.340
C -2.343 -1.909 1.858
C -3.694 -2.642 1.619
C -4.323 -2.222 0.271
C -5.031 -0.875 0.288
C -6.019 -0.809 1.446
C -5.350 -1.110 2.798
N -4.593 -2.398 2.788
O -5.490 -3.395 2.833
C -4.422 0.074 3.157
C -6.426 -1.078 3.906
C -3.286 -4.127 1.460
H -2.349 -1.263 2.735
H -1.530 -2.610 2.053
H -2.051 -1.301 0.999
H -5.057 -2.977 -0.038
H -3.558 -2.214 -0.511
H -4.302 -0.061 0.347
H -5.567 -0.733 -0.655
H -6.485 0.181 1.467
H -6.832 -1.521 1.260
H -3.889 -0.115 4.093
H -5.002 0.990 3.294
H -3.688 0.302 2.385
H -7.239 -1.784 3.723
H -6.883 -0.088 3.972
H -5.988 -1.304 4.883
H -2.886 -4.532 2.393
H -2.512 -4.225 0.695
H -4.120 -4.758 1.143
C -5.381 8.257 -2.992
C -4.680 7.221 -3.917
C -5.366 5.838 -3.825
C -4.997 5.023 -2.593
C -3.483 4.940 -2.445
C -2.826 6.331 -2.417
N -3.226 7.178 -3.584
O -2.573 6.720 -4.662
C -3.198 7.019 -1.083
C -1.295 6.157 -2.321
C -4.964 7.748 -5.345
H -4.734 8.644 -2.207
H -5.692 9.147 -3.543
H -6.273 7.840 -2.515
H -5.103 5.242 -4.707
H -6.454 5.958 -3.861
H -5.456 5.453 -1.698
H -5.406 4.012 -2.689
H -3.238 4.388 -1.534
H -3.076 4.349 -3.274
H -2.787 8.032 -1.035
H -2.788 6.463 -0.236
H -4.273 7.076 -0.905
H -0.887 5.564 -3.141
H -1.023 5.639 -1.402
H -0.790 7.127 -2.313
H -4.460 8.702 -5.525
H -6.037 7.908 -5.483
H -4.652 7.045 -6.120
*
```

Properties
Max |F| ... 4.005 eV/Å
HOMO (alpha / beta) ... -5.3 / -5.3 eV
Total energy ... -78439.87565 eV
Gap between HOMO and LUMO (alpha / beta) ... 0.2748 / 0.2529 Eh
Expectation value of S² ... 3.76